Run one
ORCA calculation (ωB97M-V/def2-TZVPD) on C20H24N4O3 in the gas phase.

The geometry in XYZ format:
```
51
C20H24N4O3 (ωB97M-V/def2-TZVPD)
C 2.9020 1.6954 -1.0527
N 2.1952 0.6577 -0.3479
C 1.0068 0.1017 -0.7749
C 0.2994 0.4895 -2.0092
O 0.7455 1.2416 -2.8670
N -0.9114 -0.0965 -2.1471
C -1.8157 0.2296 -3.2195
C -3.1018 0.8421 -2.6486
N -3.6713 -0.0677 -1.6660
C -4.3441 0.5660 -0.5437
C -5.7397 1.0813 -0.9150
O -6.5425 0.0367 -1.4232
C -5.9424 -0.5616 -2.5524
C -4.5398 -1.0930 -2.2262
C 0.6230 -0.8642 0.1345
C 1.6019 -0.8936 1.1372
C 1.6658 -1.7403 2.3003
O 0.8316 -2.5799 2.5947
N 2.7891 -1.5279 3.0907
C 2.9028 -2.3731 4.2620
C 3.7595 -0.5807 2.8257
C 4.8430 -0.4368 3.7004
C 5.8270 0.5015 3.4790
C 5.7589 1.3334 2.3720
C 4.7063 1.2112 1.4931
C 3.6939 0.2645 1.6847
C 2.5674 0.0667 0.8184
H 2.9501 2.6045 -0.4498
H 3.9103 1.3633 -1.3048
H 2.3647 1.9097 -1.9752
H -1.3285 -0.6077 -1.3859
H -1.3099 0.9401 -3.8764
H -2.0467 -0.6785 -3.7861
H -2.8431 1.7761 -2.1450
H -3.7840 1.0783 -3.4768
H -3.7272 1.3815 -0.1627
H -4.4476 -0.1909 0.2405
H -6.2612 1.4634 -0.0361
H -5.6560 1.8867 -1.6626
H -6.6034 -1.3767 -2.8506
H -5.8888 0.1707 -3.3741
H -4.0812 -1.5078 -3.1243
H -4.6294 -1.8872 -1.4786
H -0.2342 -1.5059 0.1103
H 2.0354 -3.0332 4.2532
H 2.8892 -1.7791 5.1769
H 3.8112 -2.9757 4.2218
H 4.9236 -1.0642 4.5714
H 6.6487 0.5863 4.1739
H 6.5246 2.0735 2.1973
H 4.6728 1.8694 0.6444
```

Results
- SMILES = Cn1c(C(=O)NCCN2CCOCC2)cc2c(=O)n(C)c3ccccc3c21
- Kohn-Sham gap (eV) = 8.4
- E_HOMO (eV) = -7.91
- spin multiplicity = 1

Results of the natural (NBO) charge analysis, in e, for atoms 1 through 6: -0.435 -0.306 0.023 0.655 -0.651 -0.604



Run two
ORCA calculation (ωB97M-V/def2-TZVPD) on C20H24N4O3 in the gas phase.

The geometry in XYZ format:
```
51
C20H24N4O3 (ωB97M-V/def2-TZVPD)
C 6.3981 3.9093 0.9521
C 5.7721 2.9918 1.9560
C 6.3777 2.7386 3.1834
C 5.7496 1.8804 4.0707
C 4.5437 1.2973 3.7235
C 4.0180 1.6136 2.4741
N 2.8225 1.1054 1.9792
C 1.9227 0.2748 2.5887
O 2.0397 -0.1404 3.7221
C 0.7532 -0.0753 1.7359
C 0.7971 -0.1514 0.3381
C -0.3193 -0.4736 -0.3901
C -1.5666 -0.7414 0.2183
N -2.6986 -0.8624 -0.5191
C -3.9883 -0.5094 0.0191
C -2.6585 -1.3088 -1.9023
C -2.8051 -0.1587 -2.9063
C -2.6441 -0.6916 -4.3278
C -3.6713 -1.7840 -4.6109
C -3.5476 -2.9151 -3.5937
C -3.7218 -2.3777 -2.1755
C -1.5578 -0.7843 1.6358
N -2.6276 -1.3460 2.3981
O -3.2614 -2.2605 1.8971
O -2.8103 -0.9289 3.5255
C -0.4285 -0.4250 2.3632
N 4.6181 2.4363 1.6179
H 5.7727 3.9649 0.0663
H 7.3855 3.5457 0.6730
H 6.5126 4.9065 1.3735
H 7.3182 3.2062 3.4307
H 6.1954 1.6648 5.0306
H 4.0207 0.6273 4.3828
H 2.6080 1.4654 1.0589
H 1.7206 0.0343 -0.1910
H -0.2416 -0.4795 -1.4648
H -4.5863 -0.0516 -0.7675
H -3.8681 0.2211 0.8206
H -4.5241 -1.3765 0.4191
H -1.6867 -1.7864 -2.0590
H -2.0571 0.6106 -2.7032
H -3.7904 0.3000 -2.8055
H -2.7618 0.1250 -5.0424
H -1.6382 -1.0999 -4.4513
H -3.5267 -2.1743 -5.6197
H -4.6759 -1.3586 -4.5586
H -4.3037 -3.6766 -3.7914
H -2.5669 -3.3865 -3.6903
H -4.7223 -1.9556 -2.0791
H -3.6202 -3.1836 -1.4471
H -0.4691 -0.4558 3.4424
```

Results
- SMILES = Cc1cccc(NC(=O)c2ccc(N(C)C3CCCCC3)c([N+](=O)[O-])c2)n1
- Kohn-Sham gap (eV) = 8.0
- E_HOMO (eV) = -8.20
- spin multiplicity = 1

Results of the natural (NBO) charge analysis, in e, for atoms 1 through 6: -0.643 0.236 -0.290 -0.141 -0.296 0.378



Short version: run one, run two, most stable first.